The following is a quantum chemistry calculation of a cluster of 12 separate species, C34H96N16O18 in total, from the OMol25 dataset.

## Properties
- Orbital gap: 8.767 eV
- Energy: -3583.4549 a.u.

Cartesian coordinates (Å):
1 O 3.03279 4.87776 0.90183
2 O -2.29679 -7.41772 1.11991
3 O 1.02658 -3.09356 1.58167
4 O -2.05215 -1.46405 0.51889
5 O -0.48616 2.88588 1.43442
6 O -4.70844 -3.45451 -0.99603
7 O -4.49025 -0.94379 2.02839
8 O -2.94037 1.55420 -3.90090
9 O 2.17818 -0.02128 -4.54357
10 O -1.02408 -1.22370 4.22879
11 O 4.36465 1.90841 3.50534
12 O -2.94175 8.16271 1.26971
13 O 0.83332 -0.83991 0.34770
14 O -1.08013 -7.49451 -2.63418
15 O -2.42403 -2.93890 2.74486
16 O 2.67873 -5.41170 -0.61200
17 O 0.09956 -3.35530 -4.19610
18 O 5.39624 1.74303 -1.11738
19 N -3.94915 -0.63154 -2.59347
20 N 5.27730 0.39419 -3.65998
21 N -0.43841 -1.23158 -4.64087
22 N -3.29049 -7.10963 -2.92222
23 N -0.02030 -7.19374 0.81549
24 N 4.47553 4.62698 3.42774
25 N -1.29472 -5.49475 1.69688
26 N -2.01548 0.84626 4.11733
27 N 1.85125 -3.66734 -1.81739
28 N 1.46011 -3.15810 3.72635
29 N -2.04303 -2.68465 -3.97537
30 N 1.63306 -5.74105 -2.61553
31 N -2.06005 -5.50142 -1.79503
32 N -1.95662 5.11991 2.63792
33 N -0.00302 0.45653 2.98564
34 N 2.78893 -4.32761 2.17938
35 C 4.56814 3.90386 4.67662
36 C -4.22974 8.58904 0.97485
37 C 3.28467 -0.93254 -4.49539
38 C 3.23978 5.37541 3.19489
39 C 6.15009 0.63455 -1.43346
40 C 3.84647 0.62751 3.24671
41 C -2.92682 6.78526 1.36221
42 C -5.75644 -4.24006 -1.51834
43 C 6.04917 2.52162 -0.10347
44 C 2.12576 -4.99354 -1.64016
45 C -4.79765 -2.25925 2.59680
46 C -0.75978 4.54022 3.24754
47 C 5.35229 -0.21236 -2.34995
48 C -1.73891 6.40459 2.06251
49 C -1.01063 -0.07344 3.76855
50 C -1.27873 -1.83344 -0.61357
51 C -2.05593 -6.76768 -2.44493
52 C -3.66610 -2.85266 3.37064
53 C 3.89879 2.56733 4.66539
54 C 2.43903 5.39151 -0.29405
55 C 3.32346 5.98330 1.81786
56 C 1.75242 -3.59778 2.46785
57 C -2.60079 1.37399 -2.45993
58 C -2.00210 2.42678 -4.56569
59 C 2.08276 0.96227 -3.54484
60 C -0.03225 -0.89796 -0.75720
61 C 0.24508 3.79768 2.33377
62 C -0.76087 -2.46255 -4.31172
63 C -3.62191 0.45746 -1.74310
64 C -5.11239 -2.11445 -0.97870
65 C 4.70663 -0.36495 -4.73641
66 C 0.27909 2.42713 0.34531
67 C -1.28690 -6.73291 1.17927
68 C -5.12792 -1.35385 -2.29543
69 H -0.54869 -4.79971 1.69866
70 H 3.05880 6.18875 3.89722
71 H 4.33457 -0.32057 -1.89583
72 H 4.29364 6.42568 1.57011
73 H 5.39222 -1.19170 -4.92271
74 H 2.74463 1.80450 -3.66096
75 H -0.12869 -8.09509 0.37598
76 H -2.50506 2.39656 -2.04143
77 H 3.04362 -4.49020 1.17952
78 H -0.98116 -2.92378 -0.63137
79 H 6.21904 2.00635 0.86535
80 H 2.81003 6.32371 -0.83992
81 H 2.32066 0.60272 -2.50883
82 H -2.75229 -2.03732 -3.69609
83 H 1.12466 -5.31692 -3.38063
84 H -3.05166 6.30432 0.37286
85 H 7.05766 1.12612 -1.89517
86 H -2.00183 3.42476 -4.07949
87 H -4.52757 1.06893 -1.55846
88 H 4.85506 1.38488 -3.51910
89 H 0.61230 -0.18800 2.39899
90 H 5.71628 -1.24372 -2.36630
91 H -4.63476 8.09442 0.02531
92 H 0.90811 3.14459 2.91053
93 H 5.37563 3.34586 0.06706
94 H -2.11512 -5.12153 2.15326
95 H -5.75939 -2.20354 3.25176
96 H -2.90758 0.34499 4.28557
97 H -0.38094 0.15652 -0.82713
98 H -0.79213 6.47641 1.50617
99 H 7.07119 2.79246 -0.49791
100 H -4.86722 8.33886 1.80918
101 H 4.18765 2.07071 5.61155
102 H -3.21024 0.17328 -0.82089
103 H -1.52810 0.98180 -2.46813
104 H 0.70476 -6.56916 0.45596
105 H -5.03869 -2.93985 1.80911
106 H -1.18065 -0.52263 -4.80840
107 H -4.51885 -1.59887 -0.22022
108 H 2.16986 -2.93435 -1.23693
109 H -3.41800 -2.35315 4.35743
110 H 1.28376 -3.41328 -2.62574
111 H -5.99811 -0.62899 -2.08698
112 H 1.25471 2.86030 0.35746
113 H -0.35414 1.25969 2.41402
114 H 2.83097 2.50703 4.63892
115 H 4.61129 4.03082 2.64758
116 H 3.28192 -4.80920 2.92927
117 H 2.53609 6.73496 1.62827
118 H 2.55576 4.55530 -0.97068
119 H 0.43081 1.35354 0.45490
120 H -3.86900 6.48286 1.87074
121 H -1.24932 -5.23320 -1.27329
122 H 3.29167 -1.41014 -3.52029
123 H -6.64925 -4.06342 -0.94362
124 H -1.02566 2.06940 -4.55058
125 H 0.53084 -0.98579 -4.53375
126 H -0.26519 2.55295 -0.56343
127 H 6.38889 0.12987 -0.55278
128 H -3.39030 -8.04786 -3.26625
129 H 4.14977 0.27956 2.22606
130 H 2.28833 4.81508 3.22842
131 H -3.80917 -0.38637 -3.55860
132 H 1.62888 -3.62683 4.60518
133 H -2.90290 -5.31034 -1.25942
134 H -1.59447 7.18941 2.80478
135 H 0.95252 -1.76802 0.60689
136 H 2.75901 0.67102 3.24903
137 H 0.67519 -2.54387 3.74205
138 H -0.16311 5.39063 3.74550
139 H -2.30160 4.48846 1.96338
140 H -6.02454 -4.05481 -2.59054
141 H 4.19777 -0.08629 3.95650
142 H 5.57529 3.78050 4.93512
143 H -5.45267 -5.30649 -1.47313
144 H -1.89955 -1.63043 -1.50388
145 H 3.14269 -1.64223 -5.31518
146 H -4.02686 -3.86301 3.51817
147 H 1.37073 5.56773 -0.14579
148 H -1.04959 3.93662 4.07655
149 H -4.34839 9.64229 0.76730
150 H -3.80029 -1.11629 1.42411
151 H 4.28591 4.55257 5.52042
152 H 0.50592 -1.17699 -1.66113
153 H 4.66667 0.17350 -5.67319
154 H -5.41153 -2.00573 -3.11073
155 H -1.95258 -2.08766 1.27258
156 H -2.23710 2.48319 -5.64484
157 H -1.78429 -2.34547 3.22205
158 H -4.05504 -6.46568 -2.95129
159 H 1.41915 -6.70080 -2.44632
160 H 0.84481 4.54047 1.77137
161 H 1.15892 1.41768 -3.63233
162 H -2.04328 -3.62284 -3.54038
163 H -6.09747 -2.13458 -0.64087
164 H -2.17319 1.61848 3.46010

Atoms 1-2, force components in eV/Å:
0.514 2.080 -0.475
0.178 -0.215 -0.079

These are the Mulliken partial charges, in e, on atoms 1 to 4: 0.00, -0.72, -0.26, 0.63